<one>
The following is a DFT calculation (ωB97M-V/def2-TZVPD) of a gas-phase ion, C2H5N4O (charge +1).

Structure (XYZ):
```
12
Properties=species:S:1:pos:R:3:lowdin_charge:R:1
H -3.133 -0.714 -1.073 0.121
N -2.395 -0.313 -0.535 0.317
C -1.606 0.105 0.255 -0.438
O -1.168 1.155 0.925 0.155
N -0.424 -0.065 1.011 0.111
C 0.725 0.018 0.302 -0.349
N 1.457 -1.108 0.336 0.232
N 0.892 1.036 -0.577 0.248
H 1.082 -1.984 0.806 0.183
H 2.385 -1.218 -0.036 0.135
H 1.876 1.266 -0.884 0.179
H 0.310 1.824 -0.530 0.106
```

## Properties
molar mass = 101.09 g/mol
total charge = +1
structure (SMILES) = [H]/N=C1/ON1C(N)=[NH2+]

<two>
The following is a DFT calculation (ωB97M-V/def2-TZVPD) of 2 unconnected molecules or ions with the total composition C2H5N4O.

Structure (XYZ):
```
12
Properties=species:S:1:pos:R:3:lowdin_charge:R:1
C 0.392 0.769 -0.133 -0.144
C -0.147 -0.262 0.928 -0.044
N -1.480 2.160 -1.012 0.437
N -2.460 -0.239 -2.558 0.194
N -0.640 1.533 -0.649 0.089
N -3.018 -1.117 -2.937 -0.309
O -3.667 -1.998 -3.283 0.165
H 1.150 1.285 0.460 0.161
H 0.940 0.384 -0.947 0.136
H 0.540 -1.169 1.004 0.116
H -0.137 0.124 2.028 0.120
H -1.219 -0.514 0.860 0.080
```

## Properties
molar mass = 101.09 g/mol
total charge = +1

Most stable to least stable, the ends of the list are <one> and <two>.

<one>
The following is a DFT calculation (ωB97M-V/def2-TZVPD) of 2 unconnected molecules or ions with the total composition C14H20N2O.

Structure (XYZ):
```
37
Properties=species:S:1:pos:R:3:lowdin_charge:R:1
C -2.347 0.685 3.001 -0.073
C -2.133 1.100 1.651 -0.267
C -2.066 2.401 1.248 -0.044
N -1.766 2.546 -0.119 0.110
C -1.705 1.247 -0.613 -0.202
C -1.541 0.766 -1.898 -0.027
C -1.655 -0.612 -2.043 -0.139
C -1.669 -1.558 -1.049 -0.110
C -1.889 -1.049 0.249 -0.058
C -1.898 0.293 0.430 -0.143
H -1.461 0.786 3.669 0.082
H -2.448 -0.489 2.927 0.122
H -2.983 1.325 3.518 0.055
H -2.147 3.256 1.881 0.116
H -1.642 3.390 -0.511 0.095
H -1.475 1.508 -2.668 0.103
H -1.552 -0.977 -3.112 0.117
H -1.568 -2.730 -1.230 0.143
H -1.837 -1.757 1.056 0.101
C 1.825 -2.803 -1.430 -0.023
C 2.341 -2.180 0.015 -0.242
N 1.837 -0.880 0.225 -0.114
C 1.648 -0.681 1.681 -0.080
C 2.568 0.225 -0.315 -0.506
C 3.150 0.297 -1.708 -0.036
O 2.945 1.149 0.320 0.072
H 1.742 -1.769 -2.191 0.132
H 0.994 -3.220 -1.309 -0.063
H 2.673 -3.417 -1.781 0.062
H 1.797 -2.830 0.716 0.092
H 3.461 -2.439 0.124 0.140
H 1.544 -1.737 2.083 0.076
H 2.457 -0.188 2.240 0.071
H 0.626 -0.119 2.210 0.146
H 2.532 0.374 -2.683 0.092
H 3.340 1.507 -1.638 0.133
H 4.118 -0.127 -1.912 0.065
```

## Properties
molar mass = 232.33 g/mol
total charge = 0
structure (SMILES) = Cc1c[nH]c2ccccc12.CCN(C)C(C)=O

<two>
The following is a DFT calculation (ωB97M-V/def2-TZVPD) of 2 unconnected molecules or ions with the total composition C14H20N2O.

Structure (XYZ):
```
37
Properties=species:S:1:pos:R:3:lowdin_charge:R:1
C -1.919 -0.496 2.669 -0.047
C -0.848 -0.991 1.778 -0.259
C 0.428 -0.539 1.849 -0.085
N 1.222 -1.164 0.940 0.083
C 0.427 -1.953 0.165 -0.249
C 0.734 -2.480 -1.104 -0.009
C -0.280 -3.229 -1.700 -0.097
C -1.524 -3.360 -1.063 -0.109
C -1.924 -2.566 0.009 -0.007
C -0.872 -1.895 0.681 -0.167
H -1.494 -0.121 3.613 0.083
H -2.490 -1.317 3.058 0.070
H -2.552 0.243 2.227 0.065
H 0.773 0.110 2.652 0.132
H 2.170 -0.992 0.713 0.139
H 1.675 -2.204 -1.553 0.109
H -0.169 -3.699 -2.653 0.088
H -2.229 -4.070 -1.494 0.095
H -2.938 -2.606 0.372 0.104
C -0.805 0.666 -1.033 -0.063
C -0.587 2.080 -1.562 -0.193
N 0.301 2.961 -0.770 -0.130
C -0.292 3.421 0.523 -0.033
C 1.547 2.367 -0.517 -0.490
C 2.661 3.399 -0.448 -0.001
O 1.807 1.189 -0.512 0.072
H -0.897 0.023 -1.860 0.068
H -1.689 0.689 -0.401 0.085
H 0.074 0.201 -0.614 0.036
H -0.075 2.089 -2.527 0.116
H -1.489 2.680 -1.712 0.115
H -0.486 2.624 1.234 0.084
H 0.384 4.164 0.883 0.067
H -1.221 3.934 0.286 0.087
H 2.749 4.194 -1.189 0.086
H 2.522 3.946 0.494 0.072
H 3.622 2.927 -0.240 0.079
```

## Properties
molar mass = 232.33 g/mol
total charge = 0
structure (SMILES) = Cc1c[nH]c2ccccc12.CCN(C)C(C)=O

Most stable to least stable, the ends of the list are <two> and <one>.

<one>
The following is a DFT calculation (ωB97M-V/def2-TZVPD) of a gas-phase ion, C6H12NO (charge +1).

Structure (XYZ):
```
20
Properties=species:S:1:pos:R:3:lowdin_charge:R:1
C -2.433 -2.613 0.672 0.169
N -1.760 -2.131 -0.319 0.083
C -0.450 -1.662 0.095 -0.088
C 0.270 -0.852 -0.686 -0.040
C 1.372 0.016 -0.172 -0.180
C 0.746 1.242 0.505 -0.197
C 0.617 2.550 -0.230 -0.254
O 1.746 2.690 -1.085 -0.073
H -3.460 -2.979 0.579 0.128
H -1.961 -2.755 1.645 0.124
H -1.978 -2.251 -1.304 0.190
H -0.267 -1.890 1.135 0.128
H -0.154 -0.523 -1.643 0.140
H 2.031 0.350 -1.016 0.130
H 2.037 -0.625 0.446 0.131
H -0.276 1.023 0.971 0.128
H 1.266 1.275 1.499 0.127
H 0.437 3.457 0.423 0.145
H -0.227 2.528 -0.906 0.110
H 2.444 3.151 -0.609 0.099
```

## Properties
molar mass = 114.17 g/mol
total charge = +1
structure (SMILES) = C=[NH+]/C=C/CCCO

<two>
The following is a DFT calculation (ωB97M-V/def2-TZVPD) of 2 unconnected molecules or ions with the total composition C6H12NO.

Structure (XYZ):
```
20
Properties=species:S:1:pos:R:3:lowdin_charge:R:1
C 0.233 -1.132 -1.098 -0.201
O 0.750 -0.324 -0.225 0.077
C -1.344 -1.207 -0.724 -0.045
C -2.041 0.137 -0.736 -0.167
C -1.631 0.915 0.456 -0.168
C -2.335 1.359 1.484 0.090
C 3.472 0.415 0.739 -0.085
N 4.368 0.642 -0.087 0.096
H 0.639 -2.163 -1.032 0.174
H 0.372 -0.767 -2.129 0.152
H 5.289 0.633 0.365 0.083
H -1.359 -1.594 0.297 0.136
H -1.848 -1.966 -1.328 0.143
H -3.086 -0.188 -0.737 0.154
H -1.813 0.783 -1.583 0.140
H -3.361 1.094 1.690 0.083
H -1.841 1.965 2.209 0.071
H 2.419 0.464 0.399 0.052
H 3.681 -0.219 1.603 0.101
H -0.564 1.153 0.438 0.112
```

## Properties
molar mass = 114.17 g/mol
total charge = +1

Most stable to least stable, the ends of the list are <one> and <two>.

<one>
The following is a DFT calculation (ωB97M-V/def2-TZVPD) of a gas-phase ion, C6H12NO (charge +1).

Structure (XYZ):
```
20
Properties=species:S:1:pos:R:3:lowdin_charge:R:1
C 1.722 2.761 -1.405 -0.055
C 1.489 1.563 -0.716 -0.028
C 1.129 0.526 -0.241 -0.093
N 0.869 -0.748 0.163 0.120
C -0.738 -0.972 0.127 -0.556
C -1.010 -2.365 0.828 0.015
C -1.277 0.176 1.039 0.004
O -1.175 -1.038 -1.126 0.046
H 2.215 2.666 -2.309 0.074
H 0.802 3.362 -1.592 0.126
H 2.462 3.210 -0.776 0.096
H 1.474 -1.248 -0.568 0.234
H 1.171 -1.041 1.157 0.222
H -0.630 -3.153 0.112 0.114
H -0.428 -2.301 1.783 0.098
H -2.001 -2.687 0.985 0.080
H -0.689 1.134 1.170 0.109
H -2.264 0.447 0.739 0.086
H -1.475 -0.147 2.072 0.097
H -1.647 -0.145 -1.443 0.213
```

## Properties
molar mass = 114.17 g/mol
total charge = +1
structure (SMILES) = CC#C[NH2+]C(C)(C)O

<two>
The following is a DFT calculation (ωB97M-V/def2-TZVPD) of 2 unconnected molecules or ions with the total composition C6H12NO.

Structure (XYZ):
```
20
Properties=species:S:1:pos:R:3:lowdin_charge:R:1
C 2.571 1.144 0.541 0.198
C 1.542 0.740 0.035 -0.136
C -0.052 -0.347 -1.673 -0.038
C 0.337 -2.163 0.871 0.035
C -1.168 1.984 0.217 -0.042
C 0.404 0.050 -0.283 -0.367
N -0.254 -0.759 0.769 0.051
O -2.312 1.381 -0.015 0.015
H 3.322 1.518 1.089 0.008
H 0.422 -1.296 -1.870 0.073
H -1.218 -0.413 -1.754 0.110
H 0.282 0.424 -2.485 0.136
H 0.067 -2.890 0.139 0.094
H 1.317 -2.035 0.626 0.062
H 0.114 -2.550 1.933 0.146
H -0.773 2.752 -0.462 0.114
H -0.868 2.201 1.219 0.091
H -1.255 -0.860 0.429 0.186
H -0.101 -0.350 1.648 0.147
H -2.375 1.470 -0.973 0.118
```

## Properties
molar mass = 114.17 g/mol
total charge = +1

Most stable to least stable, the ends of the list are <one> and <two>.

<one>
The following is a DFT calculation (ωB97M-V/def2-TZVPD) of a gas-phase ion, C6H12NO (charge +1).

Structure (XYZ):
```
20
Properties=species:S:1:pos:R:3:lowdin_charge:R:1
C 0.772 0.104 2.363 0.173
N -0.186 -0.020 1.573 -0.162
C -1.477 -0.491 1.877 -0.047
C -0.201 0.337 0.134 -0.200
C -1.260 1.309 -0.306 -0.019
C 0.696 -0.229 -0.758 -0.093
O 0.669 0.020 -2.048 -0.074
C 1.652 -0.632 -2.882 -0.019
H 1.814 0.321 1.943 0.161
H 0.625 -0.368 3.385 0.150
H -1.660 -0.721 2.988 0.133
H -1.912 -1.321 1.134 0.173
H -2.284 0.327 1.570 0.134
H -0.904 1.948 -1.028 0.066
H -1.717 1.883 0.485 0.090
H -1.999 0.714 -0.807 0.098
H 1.509 -0.817 -0.427 0.117
H 2.139 -1.567 -2.326 0.140
H 2.499 0.013 -3.004 0.080
H 1.223 -0.810 -3.866 0.099
```

## Properties
molar mass = 114.17 g/mol
total charge = +1
structure (SMILES) = C=[N+](C)/C(C)=C/OC

<two>
The following is a DFT calculation (ωB97M-V/def2-TZVPD) of a gas-phase ion, C6H12NO (charge +1).

Structure (XYZ):
```
20
Properties=species:S:1:pos:R:3:lowdin_charge:R:1
C 1.657 -1.154 -0.099 -0.186
C 2.203 -0.017 0.203 0.019
C 0.371 -1.493 -0.842 -0.163
C -0.506 -0.235 -0.965 -0.128
C -0.586 -0.222 1.669 0.002
C -1.859 2.222 -0.523 0.148
N -0.633 0.374 0.372 -0.150
O -1.408 1.522 0.398 0.045
H 2.252 -2.031 0.134 0.113
H 3.215 0.147 0.558 0.089
H 0.647 -1.846 -1.836 0.129
H -0.046 -2.404 -0.369 0.128
H 0.016 0.482 -1.599 0.132
H -1.524 -0.570 -1.347 0.161
H 0.204 0.284 2.300 0.126
H -1.513 -0.104 2.234 0.107
H -0.336 -1.265 1.342 0.108
H 1.673 0.823 0.014 0.022
H -2.175 3.272 -0.073 0.181
H -1.651 2.216 -1.573 0.114
```

## Properties
molar mass = 114.17 g/mol
total charge = +1

Most stable to least stable, the ends of the list are <one> and <two>.